The following is a DFT calculation (ωB97M-V with the def2-TZVPD basis set) of a 3-piece molecular cluster, C19H53N7O4P3 overall in a non-equilibrium geometry.

Last column: Mulliken charge in e.
Geometry (Å):
C (0.95545, -5.91221, 5.98234)  -0.785
N (0.61353, -4.60225, 6.59459)  0.053
C (1.11256, -3.48941, 5.73611)  -1.026
C (-0.79249, -4.49048, 6.92688)  0.302
O (-1.42917, -5.57220, 7.05963)  -0.529
C (-1.59355, -3.14090, 7.19858)  -0.667
P (-2.46553, -2.39800, 5.70560)  0.283
C (-1.64695, -2.72695, 4.05320)  -0.903
C (-4.28473, -2.85108, 5.53578)  -0.622
C (-4.69797, -4.24532, 6.18423)  -0.514
O (-4.04192, -5.37057, 5.58223)  -0.481
H (1.08217, -6.75031, 6.75027)  0.272
H (0.17228, -6.27734, 5.23941)  0.285
H (1.95414, -5.85536, 5.41733)  0.337
H (0.76591, -2.46361, 6.07687)  0.309
H (0.82595, -3.71621, 4.64369)  0.312
H (2.25571, -3.48307, 5.77820)  0.383
H (-2.34332, -3.31948, 8.04025)  0.416
H (-0.82716, -2.38716, 7.61218)  0.563
H (-2.42644, -0.96360, 5.89246)  0.197
H (-0.62895, -2.19651, 4.06503)  0.164
H (-1.43195, -3.82043, 3.83848)  0.483
H (-2.23282, -2.21984, 3.20045)  0.382
H (-4.55614, -2.89137, 4.43018)  0.351
H (-4.88285, -2.01054, 6.02732)  0.423
H (-5.82594, -4.37344, 5.98484)  0.426
H (-4.59846, -4.20592, 7.33067)  0.253
H (-4.55828, -6.19103, 5.71083)  0.319
O (-2.59464, -0.41761, 1.14731)  -0.800
P (-2.35739, 0.07157, -0.29653)  0.816
N (-3.31860, -1.13776, -0.98859)  0.310
C (-2.99099, -2.39481, -1.61579)  -1.053
C (-4.75962, -0.93728, -0.91204)  -1.180
N (-0.65599, -0.17943, -0.20414)  0.345
C (0.14690, -1.15784, -0.91405)  -1.084
C (-0.05865, 0.03075, 1.12158)  -1.204
N (-2.11623, 0.72523, -1.91630)  0.002
C (-1.98399, 0.06869, -3.19794)  -0.996
C (-1.58939, 2.09057, -1.92413)  -1.400
H (-3.41776, -2.43684, -2.62640)  0.391
H (-3.38815, -3.24601, -1.05176)  0.298
H (-1.92601, -2.56286, -1.73680)  0.297
H (-5.09916, -0.29095, -1.73017)  0.292
H (-5.04065, -0.46329, 0.03291)  0.312
H (-5.31748, -1.87596, -0.96733)  0.412
H (-0.21137, -2.17883, -0.77928)  0.261
H (1.18489, -1.15770, -0.56402)  0.415
H (0.24165, -0.91196, -1.97213)  0.231
H (-0.14326, -0.87435, 1.74179)  0.350
H (-0.53293, 0.85948, 1.64502)  0.313
H (1.00219, 0.28673, 1.04093)  0.389
H (-1.41868, -0.86493, -3.16375)  0.360
H (-1.46280, 0.69741, -3.92462)  0.365
H (-2.96932, -0.15003, -3.62674)  0.229
H (-0.49385, 2.09450, -1.87849)  0.586
H (-1.96463, 2.65247, -1.06767)  0.310
H (-1.90330, 2.64361, -2.82035)  0.460
O (1.85629, 3.28814, -2.89761)  -0.685
P (2.90191, 4.19773, -3.57204)  0.747
N (1.97337, 4.42762, -4.96840)  0.338
C (2.01809, 3.81399, -6.27296)  -1.038
C (0.87566, 5.37911, -4.86178)  -1.179
N (4.10799, 2.96819, -3.57725)  0.200
C (4.67872, 2.27508, -4.71746)  -1.024
C (4.05577, 2.02967, -2.44638)  -1.167
N (4.09926, 5.29922, -4.25871)  -0.096
C (4.52932, 5.50662, -5.62378)  -1.023
C (5.06583, 5.79592, -3.28063)  -1.137
H (2.12668, 4.58228, -7.04991)  0.386
H (1.10367, 3.25055, -6.48829)  0.269
H (2.85108, 3.13282, -6.41150)  0.293
H (1.24055, 6.40194, -5.01549)  0.296
H (0.40874, 5.33094, -3.87368)  0.294
H (0.08288, 5.18861, -5.59014)  0.414
H (3.92408, 1.81467, -5.35528)  0.283
H (5.34064, 1.46057, -4.40389)  0.388
H (5.33862, 2.92287, -5.29573)  0.253
H (3.34178, 1.21668, -2.63955)  0.379
H (3.77105, 2.53355, -1.52396)  0.294
H (5.03644, 1.58071, -2.25993)  0.393
H (4.58894, 4.59115, -6.21598)  0.355
H (5.52761, 5.94958, -5.67296)  0.406
H (3.85634, 6.19970, -6.14259)  0.233
H (5.91651, 5.11079, -3.17769)  0.340
H (4.59997, 5.90402, -2.30022)  0.331
H (5.44840, 6.78929, -3.55428)  0.441

## Properties
- electronic energy (a.u.) = -2463.49333
- HOMO energy (eV) = -9.2068
- strongest force on any atom (eV/Å) = 7.3
- HOMO-LUMO gap (eV) = 6.4357
- spin multiplicity = 1
- total charge = +1

***

The following is a DFT calculation (ωB97M-V with the def2-TZVPD basis set) of C19H55Br3N9O3P3 as an isolated structure in a non-equilibrium geometry.

Last column: Mulliken charge in e.
Geometry (Å):
C (-0.11895, -0.75163, 2.53490)  -0.525
Br (1.43968, 0.15442, 1.81355)  0.070
Br (0.37802, -1.82241, 4.10017)  -0.079
Br (-1.08566, -1.76806, 1.18365)  0.145
H (-0.81119, -0.03010, 2.94274)  0.507
O (-2.59143, -8.39295, 1.95502)  -0.880
P (-2.37929, -7.04510, 2.52073)  0.264
N (-2.52520, -7.01128, 4.18754)  0.268
C (-2.40160, -5.81347, 4.98463)  -1.090
C (-3.05870, -8.15923, 4.91544)  -1.077
N (-3.39202, -5.87229, 1.90533)  0.292
C (-3.24021, -4.43768, 2.04172)  -1.264
C (-4.39662, -6.31774, 0.91528)  -1.102
N (-0.85433, -6.39595, 2.28665)  0.426
C (-0.46779, -5.86308, 0.99542)  -0.938
C (0.21755, -7.05784, 3.01587)  -1.077
H (-2.25166, -6.06664, 6.03839)  0.422
H (-3.28713, -5.17262, 4.93780)  0.271
H (-1.49170, -5.25419, 4.74441)  0.343
H (-2.31475, -8.55613, 5.61320)  0.299
H (-3.35235, -8.92115, 4.19580)  0.353
H (-3.93635, -7.86617, 5.49957)  0.358
H (-2.63379, -4.17068, 2.90394)  0.276
H (-2.79225, -4.00016, 1.14521)  0.534
H (-4.21686, -3.97954, 2.21852)  0.372
H (-3.91941, -6.77515, 0.05111)  0.315
H (-5.05046, -7.05031, 1.39199)  0.289
H (-5.03283, -5.47510, 0.65374)  0.422
H (-0.13451, -6.66572, 0.31707)  0.280
H (-1.27823, -5.30673, 0.53871)  0.276
H (0.45420, -5.28614, 1.11698)  0.301
H (0.37912, -8.09136, 2.68537)  0.291
H (-0.00679, -7.09629, 4.08123)  0.321
H (1.14180, -6.49055, 2.88877)  0.374
O (-1.60478, 0.89685, -4.04550)  -0.911
P (-1.94553, 1.68581, -2.83934)  0.103
N (-3.46306, 1.47060, -2.19051)  0.326
C (-4.63188, 1.85887, -2.94499)  -1.127
C (-3.63887, 0.23915, -1.39624)  -1.063
N (-1.92585, 3.33484, -3.15464)  0.244
C (-0.91886, 3.80076, -4.11478)  -0.819
C (-2.18281, 4.28215, -2.08233)  -0.857
N (-0.88697, 1.36722, -1.57464)  0.870
C (0.30276, 0.56777, -1.86950)  -1.027
C (-1.01502, 1.87011, -0.21792)  0.169
H (-5.13484, 2.76332, -2.57394)  0.271
H (-5.42980, 1.11838, -2.84620)  0.436
H (-4.40419, 2.03064, -3.99676)  0.371
H (-4.35156, 0.41581, -0.59136)  0.331
H (-2.69207, -0.14039, -1.02681)  0.197
H (-4.04441, -0.53355, -2.05889)  0.424
H (0.07646, 3.46378, -3.80254)  0.168
H (-1.11192, 3.39122, -5.10448)  0.257
H (-0.96230, 4.88582, -4.17001)  0.388
H (-3.04270, 3.96192, -1.49407)  0.292
H (-1.30290, 4.46143, -1.45521)  0.095
H (-2.49969, 5.22947, -2.52966)  0.478
H (0.94333, 1.08832, -2.58593)  0.173
H (0.86048, 0.34065, -0.95590)  0.290
H (0.06534, -0.39933, -2.31809)  0.290
H (-1.07504, 0.98918, 0.44383)  -0.344
H (-1.99510, 2.30727, -0.04585)  0.403
H (-0.08996, 2.37299, 0.05569)  -0.375
O (5.25069, 4.49405, 0.98276)  -0.883
P (4.64677, 4.57813, -0.35288)  0.260
N (5.24120, 3.39437, -1.37644)  0.269
C (4.70305, 3.20063, -2.70964)  -1.198
C (5.83756, 2.18271, -0.80141)  -0.971
N (4.77755, 6.03434, -1.17681)  0.345
C (4.22359, 7.16300, -0.44720)  -1.020
C (5.96412, 6.25841, -1.94957)  -0.928
N (2.97426, 4.33602, -0.29553)  0.244
C (1.97093, 4.80254, -1.24489)  -0.685
C (2.49632, 3.23028, 0.50704)  -1.441
H (4.18908, 4.05781, -3.14526)  0.360
H (3.98290, 2.37215, -2.75401)  0.357
H (5.52193, 2.94036, -3.38627)  0.418
H (6.72542, 2.50735, -0.26101)  0.282
H (6.19486, 1.54238, -1.60986)  0.425
H (5.11410, 1.59998, -0.22781)  0.227
H (3.17369, 7.01881, -0.18457)  0.250
H (4.71848, 7.30734, 0.52186)  0.313
H (4.30170, 8.06796, -1.04692)  0.403
H (5.92527, 7.22809, -2.45708)  0.358
H (6.91204, 6.30107, -1.39010)  0.322
H (6.12683, 5.52696, -2.74248)  0.270
H (2.44878, 5.26534, -2.10771)  0.464
H (1.39283, 3.95005, -1.61512)  -0.112
H (1.29179, 5.50699, -0.75600)  0.326
H (3.18821, 2.97090, 1.30716)  0.486
H (2.27028, 2.34010, -0.09732)  0.275
H (1.54924, 3.50981, 0.98318)  0.495

## Properties
- electronic energy (a.u.) = -10221.68457
- energy above the lowest of the compared OMol25 structures with the same formula, charge and spin (kJ/mol) = 0.0
- HOMO energy (eV) = -8.4922
- strongest force on any atom (eV/Å) = 1.9
- HOMO-LUMO gap (eV) = 7.9841
- spin multiplicity = 1
- total charge = 0

***

The following is a DFT calculation (ωB97M-V with the def2-TZVPD basis set) of C19H55O9Sn as an isolated structure in a non-equilibrium geometry.

Last column: Löwdin spin population.
Geometry (Å):
Sn (0.80066, -17.80088, 22.44510)  -0.071
C (4.21194, -18.47700, 21.68389)  0.002
C (4.67268, -18.68226, 23.20288)  0.111
C (5.78170, -17.71275, 23.54601)  0.059
O (3.56797, -18.81167, 24.02235)  0.842
H (4.06172, -17.42549, 21.43925)  0.001
H (3.31255, -19.06789, 21.51057)  -0.003
H (4.87284, -18.86204, 20.90733)  -0.001
H (5.23052, -19.61798, 23.16611)  0.053
H (6.31298, -17.96945, 24.46250)  0.000
H (5.56797, -16.64405, 23.56350)  0.003
H (6.54467, -17.74556, 22.76825)  0.002
C (3.75403, -15.02192, 19.04841)  0.000
C (2.29005, -15.50393, 18.99285)  0.000
C (1.77764, -15.70920, 17.57775)  0.000
O (1.95362, -16.72763, 19.62233)  -0.001
H (4.31692, -15.67867, 18.38513)  0.000
H (4.21342, -15.18577, 20.02320)  0.000
H (3.95664, -14.00593, 18.70957)  0.000
H (1.68312, -14.77650, 19.53191)  0.000
H (2.20553, -16.53297, 17.00641)  0.000
H (1.83986, -14.82272, 16.94657)  0.000
H (0.71983, -15.93527, 17.71200)  0.000
H (2.48425, -17.37040, 19.14601)  0.000
C (9.63940, -15.70104, 24.26231)  0.000
C (9.10063, -16.20241, 22.97711)  0.001
C (9.93135, -15.76267, 21.80840)  0.000
O (9.26690, -17.62618, 23.09134)  0.000
H (9.67497, -14.61838, 24.38351)  0.000
H (10.61611, -16.16426, 24.40216)  0.000
H (8.97883, -16.12823, 25.01680)  0.000
H (8.04611, -16.01117, 22.77831)  0.001
H (9.34139, -14.94589, 21.39256)  0.000
H (10.08406, -16.51562, 21.03520)  0.000
H (10.91785, -15.35017, 22.01997)  0.000
H (10.16979, -17.90549, 23.25976)  0.000
C (7.27666, -21.33267, 26.31445)  0.000
C (6.67969, -22.82012, 26.34671)  0.000
C (7.07278, -23.55934, 27.59099)  0.000
O (5.28854, -22.63522, 26.53707)  0.000
H (7.28163, -20.70862, 27.20811)  0.000
H (6.85953, -20.72535, 25.51116)  0.000
H (8.35662, -21.31874, 26.16750)  0.000
H (6.92966, -23.39571, 25.45547)  0.000
H (6.68048, -24.57504, 27.54040)  0.000
H (6.58789, -23.16037, 28.48195)  0.000
H (8.11305, -23.63021, 27.90866)  0.000
H (5.23162, -21.90695, 27.15995)  0.000
C (3.68904, -21.13789, 17.42633)  0.000
C (3.76939, -19.67588, 17.98594)  0.000
C (3.88165, -18.70036, 16.83366)  0.000
O (2.55467, -19.38755, 18.61659)  0.000
H (3.57816, -21.93031, 18.16651)  0.000
H (4.60711, -21.25418, 16.85039)  0.000
H (2.91910, -21.17541, 16.65569)  0.000
H (4.64788, -19.52966, 18.61442)  0.000
H (2.98424, -18.41543, 16.28450)  0.000
H (4.60546, -18.93756, 16.05395)  0.000
H (4.29152, -17.80908, 17.30878)  0.000
H (2.42905, -19.97870, 19.36249)  0.000
C (6.82696, -17.24321, 19.07294)  0.000
O (7.19648, -17.20021, 17.77079)  0.000
H (7.67229, -17.45473, 19.72774)  0.000
H (6.36279, -16.30597, 19.37990)  0.000
H (6.05119, -18.00851, 19.09742)  0.000
H (7.72492, -17.96040, 17.51690)  0.000
C (5.79591, -13.96684, 27.21018)  0.000
O (5.88316, -14.88429, 26.21843)  0.000
H (4.89757, -14.16312, 27.79546)  0.000
H (6.63670, -13.97284, 27.90383)  0.000
H (5.71852, -12.92966, 26.88405)  0.000
H (6.13480, -14.54407, 25.35673)  0.000
C (6.48270, -18.37500, 28.68848)  0.000
O (5.88152, -17.84972, 27.50682)  0.000
H (6.22399, -19.42662, 28.81204)  0.000
H (7.56449, -18.27602, 28.59882)  0.000
H (6.09286, -17.71769, 29.46570)  0.000
H (6.62914, -17.66362, 26.93407)  0.000
C (8.18464, -20.10179, 20.54559)  0.000
O (7.99453, -20.16877, 21.95171)  0.003
H (7.18598, -20.06929, 20.11004)  0.000
H (8.85538, -19.29335, 20.25465)  0.000
H (8.58390, -21.04257, 20.16661)  0.000
H (8.31277, -19.38326, 22.40260)  0.000

## Properties
- electronic energy (a.u.) = -1647.39083
- HOMO energy (spin up / spin down) (eV) = -13.3654 / -13.3651
- strongest force on any atom (eV/Å) = 3.4
- HOMO-LUMO gap (spin up / spin down) (eV) = 2.0556 / 2.0400
- spin multiplicity = 2
- ⟨S²⟩ = 0.7830
- total charge = +2